DFT (ωB97M-V/def2-TZVPD) results for 2 unconnected molecules or ions with the total composition C3H8N2O.

Last column: Mulliken charge in e.
Geometry (Å):
C (-1.6861, -0.6011, 0.1920)  -0.993
C (-1.5062, 0.4275, 1.0201)  0.109
N (-1.4846, 1.7616, 0.5437)  -0.522
H (-1.5360, -0.3775, -0.8553)  0.277
H (-1.9482, -1.5404, 0.6447)  0.281
H (-1.4328, 0.3625, 2.0958)  0.338
H (-1.4284, 1.7641, -0.4665)  0.251
H (-0.7298, 2.3316, 0.8966)  0.241
N (1.3826, -1.0919, -0.4883)  -0.300
C (2.4268, -0.2964, -0.9150)  0.084
O (2.2935, 0.8457, -1.2940)  -0.513
H (1.5387, -2.0834, -0.6018)  0.199
H (0.6815, -0.7472, 0.1490)  0.242
H (3.4290, -0.7550, -0.9209)  0.306

Values from the calculation:
SMILES: C=CN.NC=O
E_tot: -303.82842 a.u.
HOMO energy: -8.82 eV
HOMO-LUMO gap: 9.76 eV
Energy relative to the best compared isomer or geometry (same formula, charge and spin): 40.0 kcal per mole
Total charge: 0